No. 1
Formula: C77H81BrCdN3OP4
Source: the Open Molecules 2025 dataset
Level of theory: ωB97M-V with the def2-TZVPD basis set

Positions of all 168 atoms, in Å:
Cd (-0.07834, -0.84647, 0.21529)
C (3.08478, 1.66407, 1.99006)
C (3.38060, 0.16859, 1.86285)
C (4.64566, -0.21392, 2.62168)
P (1.82884, -0.82797, 2.17519)
C (2.14480, -2.43817, 3.07410)
C (3.06603, -2.53518, 4.29362)
C (2.50085, -3.55901, 2.09611)
C (0.86433, 0.12994, 3.38104)
C (1.40286, 0.44938, 4.63531)
C (0.69831, 1.11830, 5.61644)
C (1.32195, 1.47940, 6.94061)
C (-0.62318, 1.46204, 5.31920)
C (-1.17446, 1.19446, 4.08677)
C (-0.44160, 0.55856, 3.05689)
N (-1.02000, 0.30822, 1.83145)
C (-2.02277, 1.15724, 1.35815)
C (-1.75894, 2.56208, 1.50477)
C (-2.55186, 3.71845, 1.38147)
C (-3.83209, 3.85824, 0.94527)
C (-4.49555, 5.20181, 0.96066)
C (-3.85486, 1.55857, -0.26180)
C (-3.05272, 0.63420, 0.60077)
P (-3.10615, -1.17896, 0.44718)
C (-3.73066, -1.67851, -1.26271)
C (-4.92287, -1.03497, -1.97792)
C (-3.96689, -3.19584, -1.23241)
C (-4.57438, -1.63796, 1.54236)
C (-4.51750, -3.09007, 2.03051)
C (-4.69889, -0.71747, 2.75364)
H (2.17332, 1.94575, 1.45265)
H (2.96056, 1.95938, 3.03182)
H (3.92025, 2.22624, 1.56678)
H (3.57051, -0.01336, 0.80544)
H (4.54666, -0.04966, 3.69529)
H (5.46799, 0.41230, 2.26425)
H (4.92464, -1.25402, 2.45341)
H (1.13516, -2.61317, 3.44403)
H (4.11746, -2.53200, 4.01891)
H (2.86251, -3.49112, 4.78380)
H (2.89193, -1.76039, 5.03320)
H (3.55776, -3.52055, 1.83971)
H (1.92865, -3.50278, 1.16936)
H (2.31204, -4.53060, 2.56138)
H (2.42966, 0.18094, 4.84679)
H (2.24276, 0.92066, 7.11044)
H (0.64059, 1.27028, 7.76671)
H (1.56509, 2.54394, 6.98067)
H (-1.22709, 1.95403, 6.07488)
H (-2.20302, 1.47320, 3.89210)
H (-0.75242, 2.75919, 1.85952)
H (-2.04262, 4.63666, 1.66084)
H (-5.26313, 5.24895, 1.74116)
H (-5.00653, 5.39434, 0.01455)
H (-3.77634, 5.99764, 1.15033)
H (-4.67180, 0.98600, -0.68499)
H (-2.84190, -1.51525, -1.87575)
H (-5.23733, -1.69409, -2.79340)
H (-5.78745, -0.91558, -1.31970)
H (-4.68022, -0.07414, -2.42661)
H (-4.97441, -3.41891, -0.87652)
H (-3.25649, -3.71661, -0.58920)
H (-3.87176, -3.60919, -2.23948)
H (-5.46047, -1.51144, 0.91125)
H (-3.72059, -3.21592, 2.76643)
H (-4.35395, -3.80952, 1.23168)
H (-5.46117, -3.34862, 2.51730)
H (-4.92294, 0.30830, 2.47021)
H (-3.77660, -0.70759, 3.34259)
H (-5.50442, -1.07449, 3.40010)
Br (-1.85223, -3.13922, 7.48873)
C (-1.57796, -3.18777, 5.61950)
C (-1.85142, -2.05991, 4.85956)
C (-1.60540, -2.08926, 3.49925)
C (-1.10669, -3.23894, 2.89222)
C (-0.85091, -4.36798, 3.66659)
C (-1.08270, -4.34213, 5.03355)
N (-0.80209, -3.15401, 1.51389)
C (-0.96250, -4.15007, 0.75417)
C (-0.74621, -4.03691, -0.69691)
C (-1.00638, -5.12493, -1.51929)
C (-0.92893, -4.96904, -2.89447)
C (-0.60016, -3.72141, -3.40129)
C (-0.33128, -2.69787, -2.50579)
N (-0.38579, -2.85056, -1.18420)
H (-2.22989, -1.16115, 5.32805)
H (-1.78334, -1.21697, 2.87798)
H (-0.42076, -5.25345, 3.21434)
H (-0.86350, -5.20843, 5.64264)
H (-1.36787, -5.10382, 1.10508)
H (-1.28758, -6.07258, -1.07770)
H (-1.14036, -5.79963, -3.55508)
H (-0.53722, -3.53936, -4.46588)
H (-0.04331, -1.71756, -2.86741)
C (3.80218, 5.11109, -2.30242)
C (3.30739, 4.25416, -1.11967)
C (3.80837, 4.86945, 0.20085)
C (3.84727, 2.84647, -1.29362)
C (5.22011, 2.64917, -1.39647)
C (5.75897, 1.40534, -1.66427)
C (4.91550, 0.31665, -1.80170)
C (3.54392, 0.45348, -1.62632)
P (2.38810, -0.96941, -1.82642)
C (2.60267, -1.10194, -3.66106)
C (1.82755, -0.26796, -4.46409)
C (2.04106, -0.21034, -5.83503)
C (3.02228, -0.99554, -6.42145)
C (3.79429, -1.83376, -5.62959)
C (3.59043, -1.88555, -4.25834)
C (3.34645, -2.43629, -1.26525)
C (4.45151, -2.40464, -0.41838)
C (5.11294, -3.57564, -0.06669)
C (4.65774, -4.80214, -0.51924)
C (3.53302, -4.85346, -1.33379)
C (2.88959, -3.68418, -1.70358)
C (3.02105, 1.73433, -1.40847)
O (1.64850, 1.82469, -1.33714)
C (1.05288, 3.06774, -1.26268)
C (-0.34434, 3.08446, -1.35905)
C (-0.99476, 4.30828, -1.29975)
C (-0.28387, 5.48425, -1.12593)
C (1.09276, 5.43885, -1.04019)
C (1.79024, 4.23702, -1.12988)
P (-1.27315, 1.51103, -1.59559)
C (-1.16765, 1.37511, -3.43345)
C (-0.64787, 2.36786, -4.26190)
C (-0.68726, 2.22720, -5.64465)
C (-1.24865, 1.09702, -6.21983)
C (-1.76051, 0.09609, -5.40465)
C (-1.71353, 0.23645, -4.02653)
C (-3.03933, 2.04495, -1.44480)
C (-3.67009, 2.70277, -2.47339)
C (-5.01255, 3.11576, -2.53567)
C (-6.03176, 3.13229, -1.54229)
C (-5.91311, 2.99128, -0.20030)
C (-4.63784, 2.66210, 0.52020)
H (4.88748, 5.21663, -2.27784)
H (3.36771, 6.10998, -2.26319)
H (3.52276, 4.65191, -3.25218)
H (4.88335, 4.72508, 0.31600)
H (3.30473, 4.41813, 1.05644)
H (3.61214, 5.94264, 0.21862)
H (5.88319, 3.49933, -1.29345)
H (6.82777, 1.28718, -1.78613)
H (5.32902, -0.64729, -2.06118)
H (1.06754, 0.35948, -4.01378)
H (1.43776, 0.45125, -6.44219)
H (3.18815, -0.95272, -7.49031)
H (4.56830, -2.44453, -6.07758)
H (4.21183, -2.53887, -3.66024)
H (4.82602, -1.46530, -0.03809)
H (5.98393, -3.52448, 0.57577)
H (5.17297, -5.71247, -0.24083)
H (3.16757, -5.80584, -1.69770)
H (2.04095, -3.73982, -2.37496)
H (-2.07127, 4.34122, -1.38032)
H (-0.80313, 6.43220, -1.06803)
H (1.64487, 6.36165, -0.91161)
H (-0.21785, 3.26418, -3.83197)
H (-0.28409, 3.01182, -6.27314)
H (-1.28547, 0.99429, -7.29686)
H (-2.20400, -0.78959, -5.84373)
H (-2.12888, -0.54221, -3.40078)
H (-3.09289, 2.91600, -3.36680)
H (-5.32406, 3.49766, -3.50193)
H (-7.02143, 3.37798, -1.91347)
H (-6.81083, 3.10155, 0.39787)
H (-4.93039, 2.17352, 1.46020)

Summary:
Total charge: +1
Energy relative to the best compared isomer or geometry (same formula, charge and spin): 83.6 kcal per mole
HOMO level (spin up / spin down): -8.678 / -8.717 eV
DFT total energy: -199438.4444 eV
HOMO-LUMO gap (spin up / spin down): 5.852 / 5.861 eV

Atom charges from the Mulliken analysis, given in e for atoms 1 to 8: number 1, Cd, carries 6.586; number 2, C, carries -2.211; number 3, C, carries 2.742; number 4, C, carries -1.725; number 5, P, carries -1.087; number 6, C, carries 2.395; number 7, C, carries -1.649; number 8, C, carries -1.020

No. 2
Formula: C4H12KO2
Source: the Open Molecules 2025 dataset
Level of theory: ωB97M-V with the def2-TZVPD basis set

Positions of all 19 atoms, in Å:
K (-2.30593, -0.33694, 1.23617)
C (1.65302, 0.22397, 1.54141)
C (0.94714, -0.33309, 2.76155)
O (0.11017, -1.44990, 2.39197)
H (0.98041, 0.45727, 0.71817)
H (2.41308, -0.49323, 1.22438)
H (2.23689, 1.11322, 1.79432)
H (0.35473, 0.42844, 3.27813)
H (1.71431, -0.69529, 3.44947)
H (0.39278, -2.23510, 2.86274)
C (-0.87547, -0.53242, -2.85251)
C (-1.01225, 0.89494, -2.34246)
O (-0.84696, 0.93575, -0.92052)
H (-1.62012, -1.17910, -2.38086)
H (0.12230, -0.92259, -2.66925)
H (-1.09010, -0.53443, -3.91965)
H (-1.98540, 1.29579, -2.64068)
H (-0.25763, 1.49564, -2.85839)
H (-0.93095, 1.86706, -0.67398)

Summary:
Total charge: +1
Energy relative to the best compared isomer or geometry (same formula, charge and spin): 3.4 kcal per mole
HOMO level: -14.242 eV
DFT total energy: -24757.5404 eV
HOMO-LUMO gap: 10.566 eV

Atom charges from the Mulliken analysis, given in e for atoms 1 to 8: number 1, K, carries 0.936; number 2, C, carries -0.657; number 3, C, carries -0.306; number 4, O, carries -0.502; number 5, H, carries 0.047; number 6, H, carries 0.282; number 7, H, carries 0.333; number 8, H, carries 0.231

No. 3
Formula: C14H12EuNO4
Source: the Open Molecules 2025 dataset
Level of theory: ωB97M-V with the def2-TZVPD basis set

Positions of all 32 atoms, in Å:
Eu (0.00000, 0.00000, 0.00000)
O (-0.73915, -2.63063, 2.76586)
C (-0.54567, -1.67124, 1.82844)
O (0.39537, -1.77209, 1.02621)
C (-1.63024, -0.57720, 1.98239)
C (-2.69388, -0.35907, 2.80706)
C (-3.44706, 0.83197, 2.57407)
C (-3.11725, 1.75880, 1.53457)
C (-2.03487, 1.47182, 0.74659)
N (-1.43697, 0.34259, 1.07638)
C (-1.39381, 2.25914, -0.47457)
O (-1.99012, 3.34874, -0.77461)
O (-0.33662, 1.78883, -1.09445)
H (-0.00308, -3.24416, 2.55973)
H (-2.95303, -1.05111, 3.59531)
H (-4.30465, 1.04815, 3.20721)
H (-3.69353, 2.66075, 1.36366)
C (1.94416, -0.46547, -1.45476)
C (0.98458, -1.11096, -2.33315)
C (0.23858, -0.35269, -3.23894)
C (-0.64890, -0.97614, -4.11895)
C (-0.79145, -2.36242, -4.10025)
C (-0.05023, -3.12552, -3.19913)
C (0.83492, -2.50104, -2.31680)
H (2.41538, 0.49587, -1.74954)
H (2.68480, -1.06044, -0.87894)
H (0.34327, 0.72958, -3.27044)
H (-1.22460, -0.37970, -4.82185)
H (-1.47690, -2.84869, -4.78950)
H (-0.15631, -4.20642, -3.18591)
H (1.41203, -3.11129, -1.62646)
H (1.24917, 1.05076, 1.33321)

Summary:
Total charge: -1
Multiplicity: 8
HOMO level (spin up / spin down): -2.850 / -2.923 eV
DFT total energy: -43716.2241 eV
HOMO-LUMO gap (spin up / spin down): 5.547 / 5.598 eV
Expectation value of S²: 15.789

Atom charges from the Mulliken analysis, given in e for atoms 1 to 8: number 1, Eu, carries 0.730; number 2, O, carries -0.505; number 3, C, carries -0.075; number 4, O, carries -0.639; number 5, C, carries 0.505; number 6, C, carries -0.362; number 7, C, carries -0.158; number 8, C, carries -0.450